[1]
This record from OMol25 describes an isolated molecule of C3H4BrF in a non-equilibrium geometry. The level of theory is ωB97M-V/def2-TZVPD.

Calculated values
- multiplicity = 3
- highest occupied orbital energy (spin up / spin down) (eV) = -5.241 / -9.977
- F_max (hartree/bohr) = 0.13148
- ⟨S²⟩ = 2.00

Atoms and positions in Å:
Br -2.11 -0.73 -0.59
F 1.35 0.70 1.21
C 1.08 -0.57 -0.81
C -0.91 0.49 0.41
C 0.64 0.08 0.26
H 2.09 -0.87 -0.90
H -1.10 1.55 0.21
H 0.20 -0.90 -1.31
H -1.24 0.25 1.51

Mulliken atomic charge list, values in e, 6 entries:
1 Br 0.01
2 F -0.21
3 C -0.75
4 C -0.72
5 C 0.56
6 H 0.35


[2]
This record from OMol25 describes an isolated molecule of C3H4BrN3O5 in a non-equilibrium geometry. The level of theory is ωB97M-V/def2-TZVPD.

Calculated values
- highest occupied orbital energy (eV) = -10.679
- F_max (hartree/bohr) = 0.06660

Atoms and positions in Å:
Br 2.21 2.27 0.90
O -0.61 0.87 -1.53
O -0.57 3.62 1.30
O -0.67 1.86 2.55
O 0.44 2.63 -2.89
O 1.02 3.86 -1.23
N 0.52 2.91 -1.76
N -0.37 2.49 1.55
N -0.11 2.00 -0.89
C 0.00 0.20 0.54
C 0.03 -0.20 -0.90
C 0.34 1.66 0.43
H 1.07 -0.40 -1.22
H 0.58 -0.50 1.22
H -0.88 0.02 1.01
H -0.56 -1.09 -1.29

Mulliken atomic charge list, values in e, 6 entries:
1 Br -0.07
2 O -0.36
3 O -0.51
4 O -0.59
5 O -0.61
6 O -0.55


[3]
This record from OMol25 describes the ion C3H4BrOS with charge -1 in a non-equilibrium geometry. The level of theory is ωB97M-V/def2-TZVPD.

Calculated values
- net charge = -1
- highest occupied orbital energy (eV) = -3.486
- F_max (hartree/bohr) = 0.08313

Atoms and positions in Å:
Br 2.82 0.34 0.00
S -2.25 1.37 -0.16
O -1.97 -1.22 -0.25
C -1.51 -0.12 0.09
C 0.03 -0.16 0.71
C 0.95 0.11 -0.55
H 0.00 -1.20 0.99
H 0.08 0.55 1.49
H 0.86 1.11 -1.10
H 1.00 -0.78 -1.23

Mulliken atomic charge list, values in e, 6 entries:
1 Br -0.26
2 S -0.51
3 O -0.62
4 C 0.20
5 C -0.55
6 C -0.49


[4]
This record from OMol25 describes a structure of composition C3H4CaO2 in a non-equilibrium geometry. The level of theory is ωB97M-V/def2-TZVPD.

Calculated values
- highest occupied orbital energy (eV) = -7.295
- F_max (hartree/bohr) = 0.04594

Atoms and positions in Å:
Ca -0.96 0.24 0.42
O -1.78 2.12 -0.49
O 0.29 1.66 -0.66
C -0.54 2.48 -1.10
C 1.49 -1.68 0.32
C 0.14 -1.68 0.34
H -0.28 -2.60 0.78
H 2.10 -2.57 0.12
H -2.45 2.80 -0.56
H 1.99 -0.78 0.83

Mulliken atomic charge list, values in e, 6 entries:
1 Ca 1.54
2 O -0.38
3 O -0.50
4 C -0.21
5 C -0.44
6 C -0.87


[5]
This record from OMol25 describes a structure of composition C3H4CdO3 in a non-equilibrium geometry. The level of theory is ωB97M-V/def2-TZVPD.

Calculated values
- multiplicity = 2
- net charge = -1
- highest occupied orbital energy (spin up / spin down) (eV) = -2.258 / -2.638
- F_max (hartree/bohr) = 0.07167
- ⟨S²⟩ = 0.75

Atoms and positions in Å:
Cd 0.16 -1.93 0.60
O 1.61 -0.87 -0.52
O -1.19 -2.26 -0.83
O 1.33 1.26 -0.26
C 0.93 0.02 0.04
C 0.58 2.34 0.30
C -2.27 -2.93 -0.82
H 1.28 3.11 0.62
H -0.09 2.75 -0.47
H -2.33 -3.49 0.18
H -0.01 1.99 1.16

Mulliken atomic charge list, values in e, 6 entries:
1 Cd 0.29
2 O -0.44
3 O -0.42
4 O -0.19
5 C -0.10
6 C -0.52


[6]
This record from OMol25 describes an isolated molecule of C3H4Cl2 in a non-equilibrium geometry. The level of theory is ωB97M-V/def2-TZVPD.

Calculated values
- highest occupied orbital energy (eV) = -8.045
- F_max (hartree/bohr) = 0.10720

Atoms and positions in Å:
Cl 2.61 1.50 -0.03
Cl 2.55 -1.46 -0.04
C -0.18 0.01 -0.70
C 1.72 0.01 0.16
C 0.28 -0.08 0.69
H -0.27 0.88 -1.18
H 0.18 -1.04 1.32
H 0.03 0.68 1.49
H -0.14 -0.76 -1.32

Mulliken atomic charge list, values in e, 6 entries:
1 Cl -0.16
2 Cl -0.16
3 C -0.89
4 C 0.25
5 C -0.34
6 H 0.37


[7]
This record from OMol25 describes the ion C3H4Cl2F2NOS with charge +1 in a non-equilibrium geometry. The level of theory is ωB97M-V/def2-TZVPD.

Calculated values
- multiplicity = 3
- net charge = +1
- highest occupied orbital energy (spin up / spin down) (eV) = -11.553 / -15.119
- F_max (hartree/bohr) = 0.08857
- ⟨S²⟩ = 2.01

Atoms and positions in Å:
Cl 2.77 -0.94 1.28
Cl 3.09 1.80 -0.33
S 0.98 1.14 -0.12
F -0.09 -1.02 1.12
F -1.69 -0.08 -1.75
O -0.47 -1.93 -1.30
N -0.62 -0.18 0.21
C -1.81 0.53 0.78
C 2.24 0.00 -0.08
C -0.87 -0.88 -1.07
H -2.56 -0.26 0.95
H 2.54 -0.49 -1.11
H -1.35 1.11 1.52
H -2.16 1.19 -0.10

Mulliken atomic charge list, values in e, 6 entries:
1 Cl 0.04
2 Cl -0.06
3 S 0.38
4 F -0.17
5 F -0.20
6 O -0.32


[8]
This record from OMol25 describes an isolated molecule of C3H4Cl2N2 in a non-equilibrium geometry. The level of theory is ωB97M-V/def2-TZVPD.

Calculated values
- highest occupied orbital energy (eV) = -8.426
- F_max (hartree/bohr) = 0.10374

Atoms and positions in Å:
Cl 2.26 0.77 0.26
Cl -2.12 1.18 0.34
N 0.13 -1.86 1.21
N -0.31 0.33 -1.63
C -0.22 -0.79 0.70
C -0.47 0.38 -0.22
C 0.67 0.77 0.77
H 0.18 1.17 -1.92
H -0.16 -0.59 -2.04
H 0.37 1.38 1.55
H -0.33 -2.74 0.98

Mulliken atomic charge list, values in e, 6 entries:
1 Cl -0.17
2 Cl -0.25
3 N -0.47
4 N -0.47
5 C 0.07
6 C 0.55


no.,E (eV)
1,-75929.019
2,-87916.830
3,-86102.485
4,-25705.916
5,-13878.536
6,-28217.353
7,-48012.957
8,-31197.643